Here is a molecular structure, C39H67N15RbS from OMol25. Energies are from ωB97M-V/def2-TZVPD.

E_HOMO in Eh: -0.3629
Total charge: +1
Molecular weight in g mol⁻¹: 863.605
HOMO-LUMO gap in eV: 8.128
Energy above the lowest of the compared OMol25 structures with the same formula, charge and spin in kJ/mol: 2.5

Each line ends with the Löwdin charge.
Atoms and positions in Å:
Rb (-0.048, 0.855, 0.342)  0.715
C (-0.962, -0.773, -4.912)  -0.047
N (-1.571, 0.049, -3.876)  -0.160
C (-1.761, -0.699, -2.652)  -0.076
C (-1.035, 1.331, -3.734)  -0.389
N (-0.576, 1.679, -2.592)  0.065
C (-0.197, 3.037, -2.276)  -0.225
C (1.321, 3.210, -2.172)  -0.185
N (1.963, 2.311, -1.201)  -0.217
C (2.733, 3.068, -0.209)  -0.199
C (1.907, 3.929, 0.750)  -0.212
N (1.070, 3.205, 1.692)  0.022
C (1.296, 3.325, 2.954)  -0.410
N (2.483, 3.759, 3.522)  -0.169
C (3.746, 3.177, 3.134)  -0.052
C (2.509, 4.525, 4.747)  -0.063
N (0.283, 3.071, 3.845)  -0.149
C (-1.090, 3.095, 3.387)  -0.047
C (0.520, 2.273, 5.029)  -0.043
C (2.819, 1.339, -1.894)  -0.186
C (3.256, 0.136, -1.058)  -0.216
N (2.229, -0.884, -0.951)  0.069
C (2.505, -2.086, -1.308)  -0.378
N (3.628, -2.504, -2.047)  -0.209
C (4.004, -1.809, -3.254)  -0.067
C (4.689, -3.190, -1.344)  -0.060
N (1.637, -3.111, -1.013)  -0.135
C (0.583, -2.913, -0.040)  -0.054
C (1.875, -4.484, -1.390)  -0.055
N (-1.162, 2.116, -4.867)  -0.163
C (-0.090, 2.948, -5.364)  -0.053
C (-2.263, 1.947, -5.791)  -0.064
H (-0.019, -1.214, -4.558)  0.091
H (-0.753, -0.188, -5.801)  0.076
H (-1.638, -1.582, -5.188)  0.091
H (-2.375, -1.565, -2.906)  0.078
H (-2.288, -0.109, -1.906)  0.073
H (-0.806, -1.040, -2.220)  0.081
H (-0.608, 3.256, -1.283)  0.089
H (-0.603, 3.797, -2.954)  0.115
H (1.525, 4.251, -1.911)  0.119
H (1.788, 3.053, -3.151)  0.100
H (3.449, 3.744, -0.712)  0.133
H (3.325, 2.363, 0.371)  0.084
H (1.243, 4.564, 0.153)  0.107
H (2.611, 4.609, 1.246)  0.115
H (3.593, 2.476, 2.318)  0.064
H (4.188, 2.627, 3.974)  0.093
H (4.466, 3.936, 2.812)  0.096
H (1.545, 4.999, 4.909)  0.097
H (3.269, 5.305, 4.666)  0.092
H (2.751, 3.914, 5.624)  0.083
H (-1.727, 3.500, 4.178)  0.096
H (-1.442, 2.091, 3.131)  0.054
H (-1.166, 3.723, 2.504)  0.088
H (0.108, 2.751, 5.922)  0.095
H (1.587, 2.124, 5.174)  0.083
H (0.051, 1.290, 4.917)  0.079
H (3.713, 1.850, -2.293)  0.130
H (2.254, 0.953, -2.745)  0.110
H (3.507, 0.467, -0.045)  0.089
H (4.197, -0.242, -1.472)  0.094
H (3.171, -1.202, -3.603)  0.089
H (4.249, -2.531, -4.038)  0.090
H (4.875, -1.155, -3.125)  0.085
H (4.286, -3.716, -0.481)  0.085
H (5.463, -2.496, -0.990)  0.090
H (5.167, -3.929, -1.992)  0.092
H (0.329, -1.861, -0.028)  0.016
H (0.879, -3.221, 0.970)  0.100
H (-0.299, -3.490, -0.320)  0.060
H (2.538, -4.538, -2.248)  0.089
H (0.922, -4.949, -1.653)  0.075
H (2.308, -5.067, -0.568)  0.092
H (0.803, 2.824, -4.760)  0.066
H (-0.362, 4.007, -5.377)  0.095
H (0.160, 2.653, -6.389)  0.094
H (-3.085, 1.428, -5.307)  0.094
H (-1.975, 1.392, -6.691)  0.083
H (-2.608, 2.933, -6.109)  0.091
C (2.854, -1.626, 3.576)  -0.047
C (2.111, -2.364, 4.483)  -0.049
C (0.736, -2.210, 4.511)  -0.003
C (0.131, -1.315, 3.630)  -0.220
N (0.850, -0.604, 2.762)  0.059
C (2.169, -0.762, 2.737)  -0.141
C (-1.358, -1.109, 3.610)  -0.221
C (-2.198, -1.845, 4.440)  -0.013
C (-3.561, -1.624, 4.379)  -0.050
C (-4.048, -0.672, 3.504)  -0.029
C (-3.141, 0.028, 2.717)  -0.255
N (-1.828, -0.191, 2.765)  0.133
C (-3.632, 1.077, 1.769)  -0.234
C (-4.729, 1.865, 2.099)  -0.007
C (-5.176, 2.811, 1.193)  -0.046
C (-4.518, 2.937, -0.019)  -0.044
C (-3.427, 2.118, -0.257)  -0.136
N (-2.982, 1.213, 0.612)  0.063
H (3.929, -1.714, 3.515)  0.108
H (2.594, -3.053, 5.162)  0.113
H (0.153, -2.782, 5.216)  0.103
H (2.705, -0.169, 2.004)  0.091
H (-1.810, -2.595, 5.110)  0.104
H (-4.236, -2.201, 4.995)  0.118
H (-5.109, -0.501, 3.404)  0.118
H (-5.212, 1.752, 3.059)  0.115
H (-6.023, 3.441, 1.431)  0.114
H (-4.834, 3.654, -0.763)  0.108
H (-2.879, 2.184, -1.192)  0.092
C (-2.303, -4.787, -2.451)  -0.078
N (-2.730, -3.882, -1.401)  -0.049
C (-3.242, -4.163, -0.185)  -0.875
S (-3.147, -3.015, 1.048)  0.654
N (-3.823, -5.358, 0.044)  -0.046
C (-4.407, -6.277, -0.918)  -0.078
H (-1.741, -4.195, -3.171)  0.084
H (-3.137, -5.245, -2.979)  0.074
H (-1.643, -5.571, -2.072)  0.086
H (-2.321, -2.961, -1.411)  0.057
H (-4.182, -5.409, 0.985)  0.103
H (-3.654, -6.802, -1.502)  0.070
H (-5.104, -5.772, -1.590)  0.094
H (-4.961, -7.024, -0.354)  0.090